#w
Below is 8 unconnected molecules or ions with the total composition C16H48O8, with properties calculated with the ωB97M-V functional and the def2-TZVPD basis.

XYZ file:
```
72
Properties=species:S:1:pos:R:3
C -2.575 5.085 2.632
C -2.254 4.237 1.419
O -1.687 2.989 1.834
H -1.661 5.260 3.210
H -3.288 4.574 3.273
H -2.953 6.067 2.342
H -1.594 4.745 0.714
H -3.192 4.009 0.902
H -0.773 2.973 1.532
C -2.333 -1.147 -4.128
C -3.351 -1.534 -3.090
O -3.885 -2.822 -3.409
H -1.534 -1.888 -4.181
H -1.863 -0.194 -3.864
H -2.771 -1.028 -5.117
H -4.176 -0.817 -3.048
H -2.894 -1.545 -2.094
H -4.135 -3.257 -2.593
C 1.677 2.890 3.542
C 1.433 2.110 2.276
O 1.099 2.973 1.163
H 2.542 3.549 3.443
H 1.899 2.211 4.370
H 0.795 3.467 3.818
H 0.594 1.426 2.393
H 2.317 1.519 2.016
H 1.890 3.479 0.950
C 0.888 -0.978 -0.078
C -0.001 0.091 -0.659
O 0.725 1.249 -1.090
H 1.668 -1.303 -0.764
H 0.271 -1.842 0.195
H 1.337 -0.646 0.861
H -0.746 0.362 0.107
H -0.620 -0.227 -1.501
H 1.011 1.740 -0.306
C 2.667 -0.872 -5.178
C 1.818 -0.613 -3.964
O 1.883 0.772 -3.664
H 2.778 -1.947 -5.341
H 3.649 -0.413 -5.075
H 2.201 -0.475 -6.083
H 2.197 -1.198 -3.115
H 0.783 -0.914 -4.169
H 1.446 0.917 -2.813
C -3.573 1.896 -1.514
C -2.600 2.627 -2.396
O -3.355 3.287 -3.418
H -3.060 1.203 -0.841
H -4.246 1.276 -2.104
H -4.157 2.584 -0.903
H -1.917 1.914 -2.879
H -1.959 3.322 -1.846
H -2.800 3.947 -3.840
C 3.185 -3.943 0.809
C 3.256 -5.434 1.013
O 3.686 -5.666 2.355
H 2.549 -3.491 1.573
H 2.784 -3.694 -0.175
H 4.158 -3.454 0.894
H 3.946 -5.905 0.306
H 2.262 -5.869 0.857
H 3.538 -6.592 2.569
C 0.520 -1.985 3.829
C 0.829 -2.190 5.303
O 0.847 -3.571 5.655
H -0.322 -2.609 3.527
H 1.371 -2.291 3.213
H 0.300 -0.939 3.605
H 0.045 -1.752 5.918
H 1.792 -1.732 5.546
H 1.636 -3.974 5.280
```

As for the HOMO energy: -9.718 eV. The molar mass is 368.55 g/mol. The SMILES is CCO.CCO.CCO.CCO.CCO.CCO.CCO.CCO.

=====

#x
Below is 8 unconnected molecules or ions with the total composition C16H48O8, with properties calculated with the ωB97M-V functional and the def2-TZVPD basis.

XYZ file:
```
72
Properties=species:S:1:pos:R:3
C -1.254 3.884 -0.644
C -1.763 5.306 -0.310
O -3.011 5.549 -0.960
H -0.386 3.649 -0.028
H -0.948 3.905 -1.690
H -1.986 3.091 -0.488
H -1.043 6.063 -0.622
H -1.989 5.426 0.749
H -3.715 5.233 -0.389
C -1.215 2.668 2.863
C -1.139 2.103 4.280
O -2.470 1.787 4.763
H -1.536 1.849 2.220
H -0.253 3.040 2.511
H -1.935 3.484 2.814
H -0.600 2.809 4.912
H -0.610 1.154 4.196
H -2.343 1.232 5.536
C 1.329 -1.267 3.143
C 1.902 -2.572 2.718
O 3.181 -2.311 2.086
H 0.980 -0.678 2.295
H 2.009 -0.590 3.660
H 0.456 -1.373 3.788
H 1.230 -3.107 2.047
H 2.107 -3.175 3.602
H 3.777 -1.982 2.763
C -4.379 1.565 0.371
C -4.339 0.649 -0.812
O -4.172 -0.685 -0.299
H -3.445 1.448 0.921
H -5.191 1.203 1.002
H -4.492 2.583 -0.001
H -3.560 0.995 -1.492
H -5.313 0.764 -1.288
H -4.179 -1.327 -1.012
C 3.105 -4.246 -0.992
C 3.618 -2.862 -1.188
O 2.772 -1.986 -0.514
H 2.115 -4.415 -1.415
H 3.081 -4.577 0.046
H 3.742 -4.901 -1.587
H 3.625 -2.643 -2.256
H 4.633 -2.863 -0.789
H 2.976 -1.986 0.424
C -0.289 -0.293 -0.713
C 0.383 0.423 -1.839
O 1.711 0.746 -1.439
H 0.078 -1.283 -0.444
H -1.354 -0.274 -0.942
H -0.194 0.276 0.212
H -0.206 1.314 -2.055
H 0.485 -0.202 -2.726
H 2.172 -0.071 -1.232
C 4.197 1.345 -3.720
C 3.152 2.435 -3.803
O 2.899 2.916 -2.492
H 3.838 0.575 -3.037
H 5.141 1.697 -3.305
H 4.516 0.913 -4.668
H 2.208 2.029 -4.166
H 3.442 3.238 -4.480
H 2.503 2.200 -1.991
C -2.150 -4.064 0.397
C -1.112 -4.248 -0.718
O -1.137 -5.586 -1.228
H -2.100 -3.077 0.857
H -2.075 -4.879 1.117
H -3.120 -4.228 -0.072
H -0.102 -4.017 -0.379
H -1.377 -3.578 -1.536
H -0.885 -6.198 -0.533
```

As for the HOMO energy: -9.328 eV. The molar mass is 368.55 g/mol. The SMILES is CCO.CCO.CCO.CCO.CCO.CCO.CCO.CCO.

=====

#y
Below is 8 unconnected molecules or ions with the total composition C16H48O8, with properties calculated with the ωB97M-V functional and the def2-TZVPD basis.

XYZ file:
```
72
Properties=species:S:1:pos:R:3
C -3.006 -1.185 2.760
O -2.814 -1.233 1.375
H -3.913 -0.585 2.841
H -3.131 -2.155 3.264
H -2.175 -0.760 3.221
H -2.731 -2.139 1.111
C -4.472 -2.044 -2.687
O -3.029 -2.062 -2.323
H -4.660 -1.273 -3.396
H -4.787 -2.948 -3.107
H -5.004 -1.944 -1.758
H -2.862 -1.208 -1.956
C 0.133 5.353 -1.558
O -0.373 4.237 -0.697
H 0.048 5.160 -2.617
H -0.393 6.269 -1.250
H 1.245 5.518 -1.337
H -0.558 3.542 -1.271
C 0.507 -0.451 1.095
O 1.713 0.157 1.300
H 0.561 -1.317 0.443
H 0.088 -0.723 2.059
H -0.233 0.148 0.553
H 1.663 1.090 1.109
C 5.292 -1.818 -1.687
C 4.104 -1.455 -0.810
C 3.336 -2.678 -0.337
O 4.617 -0.688 0.315
H 4.975 -2.081 -2.659
H 5.864 -2.700 -1.333
H 5.998 -1.073 -1.867
H 3.467 -0.865 -1.442
H 4.029 -3.340 0.245
H 2.805 -3.169 -1.128
H 2.461 -2.374 0.366
H 3.880 -0.560 0.882
C 2.033 4.386 2.610
C 2.773 3.653 1.464
C 3.799 2.713 1.994
O 1.917 2.800 0.662
H 1.459 3.595 3.180
H 1.393 5.117 2.147
H 2.791 4.815 3.268
H 3.240 4.436 0.878
H 4.382 3.203 2.745
H 4.404 2.268 1.163
H 3.299 1.826 2.461
H 1.232 3.405 0.239
C -2.982 2.445 -1.882
C -2.531 1.582 -0.717
C -2.664 2.246 0.644
O -3.312 0.391 -0.765
H -2.498 3.377 -1.820
H -4.098 2.398 -1.806
H -2.659 2.040 -2.847
H -1.473 1.228 -0.860
H -2.163 1.598 1.391
H -3.745 2.420 0.913
H -2.312 3.274 0.593
H -3.213 -0.159 0.077
C -0.449 -4.088 -1.416
C -1.411 -4.543 -0.366
C -0.691 -4.691 1.025
O -2.513 -3.619 -0.185
H -0.980 -3.833 -2.313
H 0.257 -4.873 -1.588
H 0.140 -3.255 -1.083
H -1.810 -5.546 -0.654
H -0.126 -3.768 1.302
H -0.046 -5.546 1.107
H -1.411 -4.721 1.788
H -2.678 -3.217 -1.069
```

As for the HOMO energy: -9.694 eV. The molar mass is 368.55 g/mol. The SMILES is CC(C)O.CC(C)O.CC(C)O.CC(C)O.CO.CO.CO.CO.

=====

#z
Below is 8 unconnected molecules or ions with the total composition C16H48O8, with properties calculated with the ωB97M-V functional and the def2-TZVPD basis.

XYZ file:
```
72
Properties=species:S:1:pos:R:3
C -0.083 1.050 -1.172
C 0.914 0.088 -0.512
O 1.492 -0.778 -1.472
H -0.451 1.742 -0.415
H -0.880 0.455 -1.623
H 0.486 1.539 -1.964
H 0.425 -0.504 0.273
H 1.709 0.703 -0.087
H 0.799 -1.447 -1.700
C -4.311 -3.125 0.791
C -3.150 -2.210 1.066
O -2.478 -1.896 -0.174
H -4.047 -3.931 0.108
H -5.164 -2.607 0.343
H -4.723 -3.567 1.704
H -2.427 -2.602 1.777
H -3.509 -1.253 1.464
H -3.089 -1.428 -0.752
C 1.903 3.161 1.490
C 2.423 2.784 2.867
O 2.602 1.378 2.927
H 2.555 2.866 0.662
H 1.794 4.225 1.273
H 0.966 2.610 1.406
H 1.706 3.146 3.609
H 3.360 3.311 3.072
H 2.040 1.062 3.639
C -2.879 2.988 -3.650
C -1.927 2.218 -4.585
O -2.059 2.711 -5.909
H -2.549 2.896 -2.610
H -3.892 2.589 -3.721
H -2.906 4.052 -3.877
H -2.215 1.162 -4.537
H -0.896 2.323 -4.257
H -2.893 2.410 -6.277
C 5.380 1.734 -2.992
C 4.240 1.131 -2.204
O 3.539 0.203 -3.027
H 6.154 0.966 -3.083
H 5.867 2.608 -2.554
H 5.092 2.081 -3.984
H 3.537 1.938 -1.941
H 4.537 0.595 -1.298
H 2.783 -0.141 -2.505
C 0.406 -4.208 -0.830
C -0.264 -3.814 -2.152
O -0.583 -2.419 -2.171
H 0.436 -5.291 -0.694
H -0.156 -3.811 0.017
H 1.431 -3.835 -0.823
H -1.224 -4.341 -2.213
H 0.349 -4.018 -3.025
H -1.268 -2.260 -1.492
C -1.593 1.487 2.345
C -2.354 1.524 3.664
O -1.421 1.887 4.696
H -2.260 1.211 1.526
H -0.824 0.716 2.397
H -1.173 2.473 2.159
H -2.743 0.538 3.936
H -3.189 2.223 3.598
H -1.941 2.267 5.411
C 1.684 -2.178 2.537
C 0.306 -2.376 3.157
O 0.406 -2.315 4.600
H 2.355 -2.970 2.864
H 2.127 -1.226 2.826
H 1.563 -2.202 1.450
H -0.111 -3.341 2.884
H -0.361 -1.545 2.904
H 0.626 -1.413 4.840
```

As for the HOMO energy: -9.077 eV. The molar mass is 368.55 g/mol. The SMILES is CCO.CCO.CCO.CCO.CCO.CCO.CCO.CCO.

=====

Stability summary: most stable #w, least stable #x.

=====

#w
Below is 2 unconnected molecules or ions with the total composition CH4O2S, with properties calculated with the ωB97M-V functional and the def2-TZVPD basis.

XYZ file:
```
8
Properties=species:S:1:pos:R:3
S -0.203 2.723 -0.052
H -1.268 1.950 -0.285
H 0.289 2.492 -1.279
O -0.740 -0.653 -0.623
C 0.002 -1.097 0.196
O 0.673 -2.251 0.020
H 0.190 -0.617 1.170
H 1.057 -2.546 0.854
```

As for the HOMO energy: -9.582 eV. The molar mass is 80.11 g/mol. The SMILES is O=CO.S.

=====

#x
Below is 2 unconnected molecules or ions with the total composition CH4O2S, with properties calculated with the ωB97M-V functional and the def2-TZVPD basis.

XYZ file:
```
8
Properties=species:S:1:pos:R:3
C 1.325 0.679 -1.193
O 1.310 -0.117 -0.280
O -2.141 0.198 0.579
S -1.432 -0.457 1.649
H 0.388 1.304 -1.277
H 2.145 0.986 -1.802
H -1.520 -1.954 1.273
H -0.074 -0.639 1.051
```

As for the HOMO energy: -9.479 eV. The molar mass is 80.11 g/mol.

=====

Stability summary: most stable #w, least stable #x.

=====

#w
Below is 3 unconnected molecules or ions with the total composition C2H10O2S, with properties calculated with the ωB97M-V functional and the def2-TZVPD basis.

XYZ file:
```
15
Properties=species:S:1:pos:R:3
C 1.948 0.019 1.376
C 0.866 -0.931 1.858
S 0.017 -1.492 0.335
H 1.513 0.973 1.102
H 2.546 -0.238 0.507
H 2.666 0.188 2.188
H 1.274 -1.807 2.349
H 0.147 -0.438 2.507
H -1.194 -1.865 0.793
H 3.226 3.143 -4.376
H 2.741 2.708 -5.788
O 2.984 3.439 -5.262
H -6.439 -1.157 0.067
H -5.901 -0.937 1.408
O -6.395 -1.604 0.936
```

As for the HOMO energy: -9.098 eV. The molar mass is 98.17 g/mol. The SMILES is CCS.O.O.

=====

#x
Below is 3 unconnected molecules or ions with the total composition C2H10O2S, with properties calculated with the ωB97M-V functional and the def2-TZVPD basis.

XYZ file:
```
15
Properties=species:S:1:pos:R:3
C 0.202 -1.039 1.135
S 1.451 0.080 0.381
C 1.513 1.725 1.151
H 0.559 -1.995 1.526
H -0.418 -1.366 0.265
H -0.582 -0.447 1.864
H 1.358 1.719 2.213
H 2.544 2.106 1.175
H 0.872 2.573 0.707
H -1.707 -3.182 -0.808
H -2.307 -1.708 -0.851
O -1.810 -2.354 -0.310
H -1.133 0.839 -3.274
H 0.145 1.457 -2.317
O -0.685 1.594 -2.858
```

As for the HOMO energy: -8.298 eV. The molar mass is 98.17 g/mol. The SMILES is CSC.O.O.

=====

Stability summary: most stable #w, least stable #x.

=====

#w
Below is a single C5H10OS molecule, with properties calculated with the ωB97M-V functional and the def2-TZVPD basis.

XYZ file:
```
17
Properties=species:S:1:pos:R:3
C -1.061 1.438 -0.326
C 0.224 0.536 -0.303
C -0.299 -0.742 0.434
C 1.577 1.103 0.252
C 0.195 -2.056 -0.105
O -3.156 0.100 0.704
S -2.160 -0.136 -0.347
H -1.247 1.960 0.643
H -1.362 1.951 -1.234
H 0.432 0.335 -1.332
H -0.301 -0.784 1.511
H 2.024 1.444 -0.682
H 2.225 0.425 0.630
H 1.412 1.922 0.940
H 1.364 -2.130 -0.015
H 0.015 -2.281 -1.194
H 0.116 -3.085 0.422
```

The multiplicity is 3. As for the HOMO energy (alpha / beta): -5.098 / -9.481 eV. The molar mass is 118.20 g/mol.

=====

#x
Below is a molecular structure, C5H10OS, with properties calculated with the ωB97M-V functional and the def2-TZVPD basis.

XYZ file:
```
17
Properties=species:S:1:pos:R:3
C -2.019 0.490 -1.541
C 1.773 0.403 1.277
C 1.926 -0.223 -0.085
C 1.055 1.015 0.162
C -1.201 -1.398 0.182
O -2.087 1.010 1.089
S -1.299 0.442 -0.025
H -2.641 1.297 -1.883
H -1.284 0.255 -2.266
H 1.099 -0.155 1.957
H 2.541 1.083 1.706
H 2.844 -0.183 -0.596
H 1.469 -1.174 -0.354
H 1.187 1.963 -0.457
H -1.738 -1.447 1.096
H -1.570 -1.893 -0.688
H -0.052 -1.487 0.426
```

The multiplicity is 3. As for the HOMO energy (alpha / beta): -6.155 / -9.403 eV. The molar mass is 118.20 g/mol.

=====

Stability summary: most stable #w, least stable #x.

=====

#w
Below is 2 unconnected molecules or ions with the total composition C9H12N2, with properties calculated with the ωB97M-V functional and the def2-TZVPD basis.

XYZ file:
```
23
Properties=species:S:1:pos:R:3
C 0.449 2.134 0.839
C -0.406 2.516 -0.142
C 1.079 0.955 0.520
C -0.475 1.532 -1.136
C -0.503 -1.592 1.705
C -0.568 -2.858 1.307
C 0.817 -0.461 -1.424
C 2.153 0.215 1.097
C -1.092 1.315 -2.461
N 0.981 -1.556 -1.950
N 0.439 0.499 -0.728
H 0.754 2.702 1.697
H -1.146 3.413 -0.290
H -1.223 -0.719 1.485
H 0.337 -1.178 2.273
H -1.425 -3.369 0.824
H 2.367 -0.789 0.846
H 2.546 0.531 2.048
H 0.051 -3.663 1.759
H -1.525 0.362 -2.482
H -1.759 2.116 -2.628
H -0.284 1.296 -3.132
H 1.599 -2.077 -2.456
```

As for the HOMO energy (alpha / beta): -5.658 / -5.633 eV. The molar mass is 148.21 g/mol.

=====

#x
Below is a single C9H12N2 molecule, with properties calculated with the ωB97M-V functional and the def2-TZVPD basis.

XYZ file:
```
23
Properties=species:S:1:pos:R:3
C 0.339 -0.744 1.451
C -1.856 0.122 1.622
C -2.864 1.018 1.329
C -2.639 1.607 0.078
C -1.542 1.613 -0.659
C -0.599 0.539 -0.437
C 1.211 -0.930 -1.155
C 2.179 -1.189 -2.135
C 2.761 -0.540 -0.887
H 0.101 -1.816 1.363
H 1.332 -0.565 1.125
H 0.378 -0.265 2.482
H -1.668 -0.017 2.742
H -3.625 1.227 2.224
H -3.158 2.596 -0.131
H -1.238 2.318 -1.519
H 0.606 -1.768 -0.628
H 2.191 -0.516 -3.094
H 2.457 -2.168 -2.522
H 2.975 0.517 -0.776
H 3.189 -1.139 -0.043
N -0.832 -0.143 0.754
N 0.303 0.244 -1.186
```

As for the HOMO energy: -7.373 eV. The molar mass is 148.21 g/mol. The SMILES is Cn1cccc/c1=N/C1CC1.

=====

Stability summary: most stable #x, least stable #w.

=====

#w
Below is 2 unconnected molecules or ions with the total composition C2H6O3, with properties calculated with the ωB97M-V functional and the def2-TZVPD basis.

XYZ file:
```
11
Properties=species:S:1:pos:R:3
C 0.478 -0.119 0.027
C 0.848 1.351 -0.087
H 1.308 -1.572 -0.097
H -0.021 2.160 0.031
H 1.501 1.378 0.925
H 1.564 1.513 -0.861
H -2.074 0.803 0.543
H -2.389 -0.523 0.683
O -0.509 -0.754 -0.211
O 1.678 -0.735 0.135
O -2.149 0.096 -0.031
```

As for the HOMO energy: -8.255 eV. The molar mass is 78.07 g/mol. The SMILES is CC(=O)O.O.

=====

#x
Below is 2 unconnected molecules or ions with the total composition C2H6O3, with properties calculated with the ωB97M-V functional and the def2-TZVPD basis.

XYZ file:
```
11
Properties=species:S:1:pos:R:3
O 0.082 0.545 -0.049
C -0.254 -0.584 -0.295
O 0.262 -1.246 -1.329
C -1.214 -1.325 0.564
H 0.897 -0.654 -1.733
H -2.146 -1.575 0.070
H -0.782 -2.301 0.794
H -1.290 -0.718 1.456
H 1.495 1.908 -0.098
H 1.109 3.162 0.564
O 1.840 2.789 0.056
```

As for the HOMO energy: -10.783 eV. The molar mass is 78.07 g/mol. The SMILES is CC(=O)O.O.

=====

Stability summary: most stable #x, least stable #w.